Here is a molecular structure, C9H18NO8PY from the OMol25 dataset. Energies are from ωB97M-V/def2-TZVPD.

Structure (XYZ):
```
38
Properties=species:S:1:pos:R:3:mulliken_charge:R:1
Y -0.0538 -0.2304 0.4220 1.39
P 0.6580 -2.9627 -0.3666 0.79
O -1.1993 -0.4739 2.1714 -0.70
O -0.6067 1.3210 -0.8617 -0.74
O -1.4309 3.4073 -0.9983 -0.56
O -0.8720 -0.5118 4.3950 -0.58
O -0.2614 -4.0007 -1.1327 -0.35
O 2.2870 0.3470 0.5365 -0.33
O 1.2384 -3.8826 0.8065 -0.32
O 1.8063 -2.6933 -1.4198 -0.27
N 0.1771 1.7795 1.7812 0.28
C -1.3703 -4.6509 -0.4749 -0.67
C -0.9134 2.5858 1.1861 -0.70
C 2.5910 1.3627 1.5412 -0.65
C -0.7856 0.0273 3.3314 0.61
C -0.0959 1.3982 3.1825 -0.84
C 1.7929 -3.2508 1.9766 -0.59
C -1.0046 2.5007 -0.3522 0.54
C 1.4932 2.4058 1.5749 -0.71
C 2.4953 -3.7519 -2.1440 -0.67
H 0.8404 1.3440 3.7386 0.37
H -1.8629 2.2292 1.5906 0.42
H 2.1709 -4.0467 2.6101 0.28
H 3.3816 -3.2947 -2.5697 0.24
H 1.4682 2.9391 0.6219 0.43
H -0.7086 2.1500 3.6872 0.41
H 2.7705 -4.5502 -1.4584 0.33
H 3.5516 1.8232 1.3182 0.46
H 1.0125 -2.7137 2.5226 0.28
H 2.6189 -2.5908 1.7057 0.28
H -0.8195 3.6409 1.4568 0.45
H 1.7044 3.1500 2.3505 0.38
H -0.9967 -5.3755 0.2444 0.28
H -2.0059 -3.9182 0.0251 0.31
H 2.6766 0.6003 -0.3051 0.27
H 1.8408 -4.1256 -2.9257 0.28
H -1.9363 -5.1472 -1.2555 0.25
H 2.6814 0.8200 2.4814 0.34
```

Molecular weight = 388.1 g mol⁻¹
HOMO-LUMO gap = 9.84 eV
Highest occupied orbital energy = -13.14 eV
Charge = +1
Energy = -37825.7592 eV

Here is 2 unconnected molecules or ions with the total composition C7H14N2O in a non-equilibrium geometry from the OMol25 dataset. Energies are from ωB97M-V/def2-TZVPD.

Structure (XYZ):
```
24
Properties=species:S:1:pos:R:3:mulliken_charge:R:1
O -1.8846 -0.7984 0.3418 -0.74
N -0.3496 1.3284 1.5105 -0.53
N -1.4319 -0.1048 -2.5068 -0.55
C -0.0289 -2.1547 -0.4506 -1.56
C 0.5033 0.2465 1.0449 -0.22
C -0.5902 0.0782 -1.4398 0.47
C 1.0491 2.1476 -1.0846 -1.32
C -0.7538 -0.8292 -0.1991 1.12
C 0.3847 0.8562 -1.1043 0.21
C 0.6939 -0.8469 2.0945 -1.45
H -2.2906 -0.5660 -2.2277 0.28
H -0.2584 -1.3198 2.3438 0.31
H -1.5904 0.7046 -3.0900 0.24
H -0.1250 1.5785 2.4693 0.25
H 1.0271 -2.0066 -0.6723 0.34
H 1.4165 -1.6028 1.7822 0.32
H 0.6924 2.7229 -1.9490 0.39
H 0.7580 2.6899 -0.1779 0.32
H -1.3126 0.9893 1.5011 0.27
H -0.1326 -2.7928 0.4241 0.35
H -0.4995 -2.6365 -1.3105 0.41
H 2.1373 2.0693 -1.1450 0.29
H 1.0835 -0.3892 3.0114 0.46
H 1.5022 0.6362 0.8340 0.33
```

Molecular weight = 142.2 g mol⁻¹
ΔE to the lowest compared entry with this formula, charge and spin = 109.10 kcal/mol
HOMO-LUMO gap (alpha / beta) = 8.41 / 8.41 eV
Highest occupied orbital energy (alpha / beta) = -8.25 / -8.25 eV
Charge = 0
Energy = -12509.2097 eV

Here is a molecular structure, C29H30AsN4S4Tc in a non-equilibrium geometry from the OMol25 dataset. Energies are from ωB97M-V/def2-TZVPD.

Structure (XYZ):
```
69
Properties=species:S:1:pos:R:3:mulliken_charge:R:1
Tc 0.7833 -0.4259 -0.1186 -0.38
As 5.8939 -3.4741 0.2461 0.39
S 2.5132 -1.5753 -1.0609 -0.27
S 4.3326 -0.6709 -1.1458 0.05
S 4.7886 -2.5371 1.6789 -0.18
S 5.6033 -2.1828 -1.6537 -0.20
N 2.1229 1.3086 0.0825 0.55
N 1.3507 -0.4974 1.9290 0.82
N -0.8299 -1.9660 -3.7407 0.08
N -0.5918 0.6403 -0.1096 0.08
C -2.1997 -2.3975 -4.0674 -0.88
C 1.4538 -1.2703 4.1840 -1.17
C 2.3151 2.3540 4.0917 -0.94
C -3.8935 3.1180 -0.1481 -0.73
C -0.6319 2.7848 -2.0232 -1.11
C -2.4277 0.4419 2.0695 -1.29
C -2.8945 3.2818 -1.0973 -0.91
C 2.9981 3.4262 -0.5533 -1.00
C 1.7483 -0.0081 4.6470 -0.73
C 1.9456 1.0272 3.7180 1.10
C -2.6092 1.3883 0.9323 0.95
C -1.7554 2.5023 -1.0790 1.06
C 2.5615 2.1328 -0.8414 -0.70
C 2.1422 1.6944 1.3701 -0.10
C -0.8225 -0.5629 -3.3131 -1.02
C -1.8337 -3.9550 -1.3206 -0.74
C 2.5762 2.9770 1.7690 1.09
C 2.9878 3.8585 0.7535 -0.74
C -0.8650 -2.9510 -1.3951 1.87
C -3.7296 2.1969 0.8738 -0.87
C 1.2458 -1.4703 2.8178 -0.74
C -2.5141 -4.2259 -0.1534 -0.85
C -1.2298 -2.5076 0.9008 0.15
C -2.1976 -3.4934 0.9749 -1.37
C 1.7819 0.7183 2.3494 0.12
C -0.5359 -2.1693 -0.2671 0.16
C -0.1552 -2.8482 -2.7261 -1.27
C -1.6223 1.4827 -0.0925 -0.14
C 2.6043 3.2949 3.1583 -0.98
H -3.0013 4.0373 -1.8607 0.49
H -2.8689 -0.5233 1.8259 0.29
H 2.5829 1.7598 -1.8567 0.57
H -2.6281 -1.7437 -4.8248 0.34
H 1.3498 -2.0941 4.8715 0.51
H -1.3706 0.2928 2.2900 -0.05
H -0.2678 -2.0428 -4.5957 0.35
H 1.8448 0.2038 5.7015 0.50
H 2.8988 4.2926 3.4491 0.47
H -2.7051 -3.6906 1.9054 0.50
H 0.1108 3.3987 -1.5104 0.24
H 3.3399 4.0641 -1.3516 0.52
H 3.3152 4.8534 1.0086 0.50
H -2.1977 -3.4166 -4.4476 0.37
H -4.7785 3.7318 -0.1869 0.44
H -2.0501 -4.5557 -2.1930 0.48
H -4.4799 2.0966 1.6443 0.51
H -0.1415 1.8687 -2.3460 -0.03
H 0.9678 -2.4471 2.4467 0.82
H -2.9319 0.8299 2.9505 0.61
H -0.0963 -3.8437 -3.1692 0.62
H -1.4649 -0.4546 -2.4384 0.43
H -1.0097 -1.9644 1.8062 0.88
H 0.8577 -2.4719 -2.5785 -0.01
H 0.1928 -0.2758 -3.0324 0.27
H -2.8183 -2.3487 -3.1735 0.43
H -0.9939 3.3370 -2.8864 0.52
H -1.1843 0.0825 -4.1119 0.39
H 2.3741 2.5895 5.1442 0.47
H -3.2577 -5.0073 -0.1192 0.42
```

Molecular weight = 735.8 g mol⁻¹
ΔE to the lowest compared entry with this formula, charge and spin = 34.40 kcal/mol
HOMO-LUMO gap = 6.08 eV
Highest occupied orbital energy = -12.95 eV
Charge = +2
Energy = -142886.0341 eV